No. 1
Formula: C9H13Br21N2O4
Source: the OMol25 dataset
Level of theory: ωB97M-V with the def2-TZVPD basis set

XYZ file:
```
49
Properties=species:S:1:pos:R:3:mulliken_charge:R:1
Br -6.13 1.64 0.00 -0.05
Br -0.07 -0.63 5.93 -0.04
Br 5.85 0.59 3.37 -0.03
Br 0.71 -4.64 -0.52 -0.06
Br -2.23 2.19 -5.66 0.01
Br 1.85 3.56 0.37 0.12
Br 0.19 3.14 -3.81 0.06
Br 0.46 -6.42 2.08 -0.03
Br 4.68 -1.99 1.65 -0.04
Br -1.75 -4.21 1.60 -0.01
Br 0.08 -3.69 5.20 0.00
Br 3.23 1.17 -4.27 -0.04
Br 2.09 6.43 -0.89 -0.04
Br 1.87 -1.23 -2.53 0.18
Br 4.00 4.00 -2.13 -0.02
Br -3.28 2.69 1.44 0.01
Br 5.14 0.98 0.31 0.03
Br -2.84 -2.11 5.07 -0.05
Br -4.30 -0.29 1.86 0.00
Br 5.14 -1.02 -2.89 -0.02
Br -2.38 1.89 -2.41 0.12
O -2.40 -1.77 -3.50 -0.58
O 0.85 0.84 2.35 -0.55
O 0.98 -1.17 1.51 -0.37
O -1.19 -1.63 -1.74 -0.31
N 0.60 0.01 1.54 0.84
N -2.27 -1.63 -2.32 0.90
C -0.90 -2.03 4.85 0.27
C -3.43 -1.24 -1.47 -0.75
C -0.17 0.49 0.31 0.64
C -1.71 2.83 -3.98 -0.48
C 3.04 4.78 -0.59 -0.35
C -4.86 1.62 1.55 -0.37
C 3.41 -0.71 -3.66 -0.44
C 4.70 0.02 1.92 0.04
C 0.07 -4.70 1.33 -0.07
H -2.22 3.79 -3.92 0.32
H -0.78 -1.75 3.82 -0.22
H -3.82 -0.34 -1.91 0.28
H 0.13 -0.18 -0.50 -0.43
H -3.08 -1.15 -0.48 0.15
H 3.69 0.31 2.17 0.00
H -5.45 1.92 2.40 0.41
H 3.28 -1.35 -4.53 0.37
H 0.08 1.52 0.03 -0.02
H 3.82 5.05 0.12 0.36
H -1.23 0.40 0.62 -0.14
H -4.09 -2.08 -1.57 0.32
H 0.64 -3.87 1.86 0.10
```

Computed properties:
frontier orbital gap	0.336	hartree
HOMO level	-0.370	Eh
net charge	0
lowest unoccupied orbital energy	-0.9172	eV
E_tot	-1491597.75905	eV

---

No. 2
Formula: C9H13Br5ClN2S
Source: the OMol25 dataset
Level of theory: ωB97M-V with the def2-TZVPD basis set

XYZ file:
```
31
Properties=species:S:1:pos:R:3:mulliken_charge:R:1
Br -1.55 5.33 -3.15 -0.13
Br 6.16 -1.98 0.41 0.20
Br -1.11 2.13 -1.36 -0.07
Br -2.22 -0.25 0.77 -0.05
Br -5.12 0.43 -1.42 -0.10
Cl 2.08 1.83 0.76 -0.11
S 0.37 -3.96 0.20 -0.16
N 4.28 -1.62 0.44 0.28
N 3.91 -0.32 0.59 -0.57
C -5.06 -0.35 0.37 -0.58
C -0.06 3.77 -1.26 -0.37
C -0.95 4.99 -1.33 -0.66
C 3.83 -4.22 0.06 -1.17
C -4.03 0.34 1.23 -0.53
C 2.47 -0.02 0.61 0.23
C 1.61 -2.56 0.34 -0.01
C 3.23 -2.67 0.30 0.77
C 1.14 -0.96 0.52 0.27
H 4.69 -4.23 -0.77 0.34
H 3.02 -4.97 -0.32 0.34
H -4.88 -1.42 0.25 0.37
H -1.85 4.91 -0.71 0.38
H 0.45 3.72 -0.29 0.10
H -0.39 5.89 -1.04 0.38
H -0.70 -3.56 1.05 0.22
H -6.06 -0.19 0.78 0.35
H 0.02 -0.61 0.55 -0.18
H 0.68 3.73 -2.06 0.41
H -4.04 1.43 1.14 0.37
H -4.15 0.06 2.28 0.35
H 4.24 -4.67 1.09 0.32
```

Computed properties:
frontier orbital gap	0.233	hartree
HOMO level	-0.436	Eh
net charge	+1
lowest unoccupied orbital energy	-5.5227	eV
E_tot	-386079.20856	eV

---

No. 3
Formula: C9H13BrN2
Source: the OMol25 dataset
Level of theory: ωB97M-V with the def2-TZVPD basis set

XYZ file:
```
25
Properties=species:S:1:pos:R:3:mulliken_charge:R:1
Br 0.58 -2.53 -3.95 -0.18
N 0.63 0.27 0.07 -0.18
N -2.44 -0.70 -3.23 -0.49
C 0.75 -1.31 -2.37 -0.08
C -0.28 -0.58 -2.03 -0.21
C -1.76 0.95 -0.58 -1.54
C 1.58 -0.80 1.94 -1.39
C 0.32 1.79 -1.82 -1.63
C -0.30 0.60 -1.08 1.45
C -1.45 -0.59 -2.71 -0.20
C 0.53 -0.86 0.87 0.90
C -0.22 -1.90 0.63 -1.16
H 1.27 0.98 0.43 0.29
H 0.79 2.54 -1.21 0.44
H 1.37 -1.54 2.67 0.40
H 1.58 0.12 2.63 0.31
H -1.90 0.24 0.26 0.37
H -1.88 2.02 -0.47 0.36
H -0.45 2.25 -2.42 0.43
H 1.19 1.42 -2.46 0.34
H 2.57 -0.69 1.50 0.31
H -2.56 0.77 -1.37 0.34
H -0.90 -2.20 -0.28 0.19
H 1.62 -1.40 -1.87 0.59
H -0.16 -2.65 1.37 0.35
```

Computed properties:
frontier orbital gap	0.319	hartree
HOMO level	-0.311	Eh
net charge	0
relative energy (zero: lowest compared OMol25 entry of this formula, charge and spin)	0.00	kJ/mol
lowest unoccupied orbital energy	0.2164	eV
structure (SMILES)	C=C(C)NC(C)(C)/C(C#N)=C/Br
E_tot	-82563.55786	eV

---

No. 4
Formula: C9H13Cl2NO4RuS2
Source: the OMol25 dataset
Level of theory: ωB97M-V with the def2-TZVPD basis set

XYZ file:
```
32
Properties=species:S:1:pos:R:3:mulliken_charge:R:1
Ru 0.24 -0.77 -0.57 0.50
Cl -0.71 1.72 0.12 -0.03
Cl -2.39 -0.57 0.46 -0.09
S -1.26 -1.92 -2.29 -0.05
S 0.70 -2.60 -2.38 1.06
O 1.38 -1.28 -2.53 -0.50
O 0.93 -3.56 -3.38 -0.49
O 1.87 0.97 -0.92 -0.51
O 0.87 -3.00 -0.97 -0.46
N 1.03 -1.31 1.47 0.47
C 2.77 1.24 0.17 -0.55
C 2.36 -1.45 1.61 0.91
C 2.06 -2.05 3.92 -0.39
C -2.35 1.21 0.54 -0.28
C 3.84 0.18 0.35 -0.71
C 2.89 -1.80 2.85 -0.75
C 0.22 -1.55 2.50 -0.31
C 0.69 -1.93 3.74 -0.81
C 3.28 -1.24 0.44 -0.61
H -0.84 -1.43 2.32 0.24
H 3.97 -1.89 2.95 0.47
H -3.05 1.61 -0.18 0.36
H 4.54 0.22 -0.49 0.39
H 4.12 -1.94 0.52 0.49
H 2.14 1.29 1.06 0.33
H 2.47 -2.34 4.88 0.43
H -2.58 1.53 1.55 0.33
H 4.41 0.42 1.25 0.41
H 2.37 0.80 -1.73 0.32
H -0.01 -2.13 4.54 0.44
H 3.24 2.21 0.03 0.35
H 2.76 -1.49 -0.48 0.04
```

Computed properties:
frontier orbital gap (alpha / beta)	0.239 / 0.300	hartree
HOMO level (alpha / beta)	-0.465 / -0.478	Eh
net charge	+1
relative energy (zero: lowest compared OMol25 entry of this formula, charge and spin)	149.44	kJ/mol
⟨S²⟩	1.23
spin multiplicity	2
lowest unoccupied orbital energy (alpha / beta)	-6.1578 / -4.8456	eV
E_tot	-68512.58079	eV

---

No. 5
Formula: C9H13Cl2P
Source: the OMol25 dataset
Level of theory: ωB97M-V with the def2-TZVPD basis set

XYZ file:
```
25
Properties=species:S:1:pos:R:3:mulliken_charge:R:1
Cl 3.56 0.80 0.88 -0.24
Cl 1.96 -1.96 0.58 -0.16
P 2.67 -0.42 -0.55 0.39
C 0.02 0.69 -1.73 -1.29
C -0.63 -0.39 0.73 0.47
C 0.06 0.93 0.70 -0.92
C -1.92 -2.30 -0.31 -1.84
C -1.11 -1.00 -0.37 1.32
C -0.96 -0.88 2.11 -1.73
C -0.73 -0.44 -1.62 -0.34
C 1.45 2.54 -0.77 -1.08
C 0.87 1.16 -0.62 1.04
H -0.81 -1.97 2.03 0.43
H -1.20 -3.13 -0.62 0.26
H 0.81 1.02 1.67 0.13
H 2.60 2.63 -0.59 0.23
H -2.70 -2.10 -1.09 0.36
H -2.31 -2.58 0.54 0.57
H -0.73 1.74 0.68 0.39
H 0.31 1.10 -2.64 0.31
H 1.21 3.06 -1.80 0.31
H -0.26 -0.37 2.76 0.43
H -1.24 -0.74 -2.53 0.36
H 1.02 3.07 0.07 0.35
H -1.94 -0.46 2.48 0.25
```

Computed properties:
frontier orbital gap	0.270	hartree
HOMO level	-0.273	Eh
net charge	0
relative energy (zero: lowest compared OMol25 entry of this formula, charge and spin)	102.34	kJ/mol
lowest unoccupied orbital energy	-0.0645	eV
E_tot	-43875.84262	eV

---

No. 6
Formula: C9H13ClN3
Source: the OMol25 dataset
Level of theory: ωB97M-V with the def2-TZVPD basis set

XYZ file:
```
26
Properties=species:S:1:pos:R:3:mulliken_charge:R:1
Cl 4.47 0.16 0.31 -0.17
N 1.37 -0.37 0.63 0.08
N 1.90 0.94 0.29 -0.50
N 2.45 -0.47 -1.47 -0.28
C 0.18 -0.38 1.46 -1.25
C -2.64 1.55 -0.17 -0.67
C -2.00 -1.11 0.28 0.07
C 1.23 -0.96 -0.87 -0.55
C -1.42 1.17 0.40 -0.03
C 2.97 0.60 -0.74 -0.14
C -1.11 -0.16 0.70 0.22
C -3.58 0.54 -0.52 -0.51
C -3.18 -0.77 -0.38 -0.64
H 2.23 -0.93 0.94 0.48
H 1.17 -1.95 -0.71 0.45
H 0.37 -0.37 -1.18 0.42
H -4.48 0.79 -1.03 0.42
H -2.84 2.59 -0.17 0.42
H 3.02 -1.27 -1.83 0.31
H 0.23 -1.22 2.01 0.59
H 3.25 1.58 -1.38 0.37
H -3.65 -1.54 -0.83 0.50
H -1.94 -2.20 0.61 0.28
H -0.68 1.92 0.49 0.40
H 2.35 1.38 1.10 0.29
H 0.34 0.46 2.06 0.46
```

Computed properties:
frontier orbital gap	0.358	hartree
HOMO level	-0.469	Eh
net charge	+1
relative energy (zero: lowest compared OMol25 entry of this formula, charge and spin)	191.27	kJ/mol
lowest unoccupied orbital energy	-3.0219	eV
structure (SMILES)	Cl[C@H]1NC[N@H+](Cc2ccccc2)N1
E_tot	-26527.51178	eV